Record 1
Entry from the Open Molecules 2025 dataset: a molecular structure, C18H48ClCuN2O11 at a distorted geometry (ωB97M-V with the def2-TZVPD basis set).

E_tot = -3751.611125 Ha
HOMO-LUMO gap (alpha / beta) = 0.15265 / 0.07840 hartree
LUMO level (alpha / beta) = -5.69 / -7.71 eV
Highest occupied orbital energy (alpha / beta) = -9.847 / -9.847 eV

```
! wB97M-V def2-TZVPD RIJCOSX def2/J DEFGRID3
* xyz 1 2
Cu -16.14 -11.68 -22.91
Cl -13.96 -9.90 -21.45
O -13.15 -8.97 -22.19
O -13.71 -11.21 -21.92
O -13.56 -9.92 -20.11
O -15.37 -9.56 -21.51
C -10.85 -6.86 -20.02
C -10.20 -8.20 -20.07
O -8.93 -8.07 -19.49
H -11.04 -6.62 -18.97
H -11.77 -6.88 -20.60
H -10.26 -6.08 -20.50
H -10.07 -8.52 -21.10
H -10.81 -8.91 -19.51
H -8.47 -8.89 -19.68
C -16.88 -6.40 -20.59
C -18.35 -6.01 -20.74
O -18.46 -4.58 -20.89
H -16.30 -6.09 -21.46
H -16.78 -7.48 -20.48
H -16.42 -5.95 -19.70
H -18.88 -6.24 -19.82
H -18.74 -6.46 -21.65
H -18.33 -4.28 -21.80
C -14.70 -12.42 -16.99
C -15.78 -11.79 -17.83
O -16.93 -12.61 -17.84
H -13.82 -11.78 -16.94
H -14.36 -13.40 -17.34
H -15.04 -12.56 -15.97
H -15.55 -11.64 -18.88
H -16.03 -10.82 -17.40
H -16.78 -13.37 -18.41
C -11.40 -12.73 -19.71
O -11.22 -13.02 -21.11
C -10.21 -12.15 -21.61
C -10.04 -12.39 -23.15
N -11.34 -12.18 -23.79
C -11.26 -12.16 -25.29
C -10.88 -13.54 -25.92
O -11.81 -14.56 -25.52
C -11.60 -15.69 -26.35
H -11.32 -11.68 -19.44
H -10.68 -13.23 -19.06
H -12.38 -13.06 -19.35
H -9.24 -12.32 -21.14
H -10.38 -11.08 -21.48
H -9.66 -13.38 -23.38
H -9.25 -11.70 -23.45
H -11.80 -11.33 -23.50
H -10.61 -11.38 -25.68
H -12.29 -11.96 -25.62
H -9.87 -13.73 -25.56
H -10.92 -13.35 -26.99
H -12.35 -16.44 -26.11
H -10.57 -16.05 -26.29
H -11.75 -15.44 -27.40
C -10.50 -7.30 -12.30
O -11.03 -7.73 -13.53
C -10.35 -7.22 -14.67
C -10.98 -7.85 -15.91
N -12.39 -7.59 -15.87
C -13.21 -8.43 -16.75
C -14.63 -7.86 -16.85
O -15.27 -7.86 -15.53
C -16.68 -7.55 -15.49
H -11.15 -7.63 -11.50
H -10.44 -6.21 -12.29
H -9.47 -7.64 -12.15
H -9.28 -7.36 -14.54
H -10.46 -6.13 -14.67
H -10.72 -8.89 -16.13
H -10.72 -7.23 -16.77
H -12.74 -7.72 -14.93
H -13.29 -9.49 -16.49
H -12.81 -8.38 -17.76
H -15.23 -8.54 -17.47
H -14.65 -6.92 -17.40
H -17.38 -8.33 -15.77
H -16.96 -6.67 -16.06
H -16.89 -7.18 -14.49
*
```

***

Record 2
Entry from the Open Molecules 2025 dataset: a molecular structure, C18H48F2FeO6 at a distorted geometry (ωB97M-V with the def2-TZVPD basis set).

E_tot = -2629.288885 Ha
HOMO-LUMO gap (alpha / beta) = 0.32095 / 0.23691 hartree
LUMO level (alpha / beta) = -3.08 / -5.37 eV
Highest occupied orbital energy (alpha / beta) = -11.817 / -11.814 eV

```
! wB97M-V def2-TZVPD RIJCOSX def2/J DEFGRID3
* xyz 1 6
Fe -17.72 -4.95 -12.78
F -18.61 -4.89 -14.41
F -17.58 -6.85 -12.84
C -12.73 -8.81 -13.23
C -14.24 -8.85 -13.21
C -14.86 -9.98 -12.40
O -14.72 -7.56 -12.81
H -12.28 -8.94 -12.24
H -12.38 -7.87 -13.66
H -12.28 -9.68 -13.71
H -14.64 -9.09 -14.20
H -15.92 -10.20 -12.56
H -14.81 -9.81 -11.32
H -14.34 -10.92 -12.58
H -15.68 -7.54 -12.94
C -21.54 -4.40 -12.80
C -20.45 -4.04 -11.81
C -21.05 -3.91 -10.42
O -19.42 -5.08 -11.76
H -21.86 -5.42 -12.55
H -21.06 -4.36 -13.78
H -22.37 -3.70 -12.77
H -19.92 -3.09 -11.93
H -20.29 -3.81 -9.64
H -21.50 -4.86 -10.11
H -21.87 -3.19 -10.36
H -19.87 -5.90 -11.43
C -16.22 -6.34 -8.69
C -17.12 -5.37 -9.46
C -16.98 -3.98 -8.88
O -16.75 -5.35 -10.85
H -16.62 -6.68 -7.73
H -15.25 -5.87 -8.58
H -16.18 -7.30 -9.22
H -18.13 -5.76 -9.37
H -15.95 -3.65 -8.99
H -17.30 -3.80 -7.86
H -17.66 -3.32 -9.44
H -15.79 -5.45 -10.88
C -21.13 -9.35 -9.61
C -20.01 -8.48 -10.15
C -19.16 -9.28 -11.14
O -20.54 -7.32 -10.79
H -21.74 -9.84 -10.36
H -21.74 -8.81 -8.88
H -20.68 -10.12 -8.98
H -19.32 -8.22 -9.34
H -18.73 -10.13 -10.61
H -18.37 -8.74 -11.65
H -19.81 -9.67 -11.93
H -21.45 -7.43 -11.07
C -19.37 -8.97 -16.80
C -19.13 -8.11 -15.58
C -20.41 -8.01 -14.75
O -18.15 -8.77 -14.77
H -19.61 -10.01 -16.57
H -18.43 -9.19 -17.33
H -20.15 -8.58 -17.45
H -18.75 -7.11 -15.82
H -21.36 -7.77 -15.24
H -20.32 -7.15 -14.07
H -20.55 -8.93 -14.19
H -18.01 -8.19 -14.01
C -14.17 -3.35 -14.45
C -15.44 -4.14 -14.69
C -15.41 -5.04 -15.91
O -15.84 -4.85 -13.49
H -13.70 -2.95 -15.34
H -13.37 -4.03 -14.13
H -14.26 -2.51 -13.77
H -16.21 -3.39 -14.87
H -14.48 -5.62 -15.90
H -15.38 -4.52 -16.86
H -16.26 -5.71 -15.98
H -15.00 -5.18 -13.14
*
```

***

Record 3
Entry from the Open Molecules 2025 dataset: 6 unconnected molecules or ions with the total composition C18H48O18P4 at a distorted geometry (ωB97M-V with the def2-TZVPD basis set).

E_tot = -3434.286472 Ha
HOMO-LUMO gap = 0.36160 hartree
LUMO level = 0.35 eV
SMILES = COP(=O)(OC)OC.COP(=O)(OC)OC.COP(=O)(OC)OC.COP(=O)(OC)OC.CC(C)=O.CC(C)=O
Highest occupied orbital energy = -9.488 eV

```
! wB97M-V def2-TZVPD RIJCOSX def2/J DEFGRID3
* xyz 0 1
C -0.39 -0.35 -0.88
O 0.91 -0.89 -0.62
P 1.47 -2.16 -1.34
O 1.11 -2.32 -2.80
O 3.06 -2.29 -1.19
C 3.73 -1.28 -2.02
O 1.09 -3.56 -0.56
C 0.77 -3.56 0.76
H -0.57 0.62 -0.38
H -1.03 -1.17 -0.59
H -0.59 -0.20 -1.93
H 3.63 -1.52 -3.09
H 4.73 -1.35 -1.73
H 3.43 -0.31 -1.53
H 0.83 -4.48 1.12
H -0.13 -3.16 0.97
H 1.61 -3.11 1.26
C -4.94 5.33 0.13
O -3.52 5.18 -0.03
P -2.57 4.64 1.13
O -2.91 3.22 1.30
O -0.95 4.76 0.77
C -0.35 3.63 0.18
O -2.74 5.56 2.51
C -1.84 5.36 3.65
H -5.28 4.38 0.13
H -5.34 5.91 -0.73
H -5.23 5.74 0.99
H -0.88 3.32 -0.73
H -0.48 2.87 0.74
H 0.73 4.04 0.07
H -1.77 6.21 4.44
H -0.73 5.04 3.35
H -2.23 4.48 4.19
C -4.34 2.71 4.70
O -3.80 1.60 4.19
P -2.42 0.89 4.33
O -2.40 0.39 5.72
O -2.07 -0.37 3.35
C -2.71 -0.47 2.07
O -1.46 2.12 4.07
C -0.29 2.39 4.85
H -4.12 3.45 4.18
H -3.73 2.93 5.63
H -5.41 2.77 4.88
H -3.34 -1.21 2.15
H -1.94 -0.92 1.41
H -3.12 0.38 1.83
H 0.47 2.57 4.25
H -0.04 1.43 5.58
H -0.53 2.91 5.68
C 4.32 -1.38 -5.34
O 5.51 -1.92 -5.81
P 6.90 -1.19 -5.60
O 7.22 -0.65 -6.89
O 6.69 0.02 -4.50
C 7.55 1.19 -4.52
O 8.05 -2.23 -5.19
C 9.42 -2.06 -5.73
H 3.47 -1.51 -6.16
H 4.35 -0.39 -5.28
H 3.94 -2.01 -4.46
H 8.53 0.85 -4.66
H 7.54 1.56 -3.47
H 7.25 1.66 -5.38
H 10.16 -2.21 -5.07
H 9.58 -0.85 -5.67
H 9.31 -2.59 -6.72
C -1.16 -7.72 3.77
C -2.07 -6.40 3.66
C -1.92 -5.46 2.54
O -2.99 -6.24 4.54
H -1.78 -8.27 4.30
H -0.39 -7.42 4.37
H -0.84 -7.90 2.86
H -0.78 -5.20 2.58
H -2.45 -4.45 2.42
H -1.84 -6.02 1.73
C -5.27 -0.33 -2.17
C -3.99 0.44 -2.15
C -3.95 1.73 -1.42
O -3.05 -0.03 -2.67
H -5.20 -1.39 -2.12
H -5.72 -0.02 -3.16
H -5.93 -0.08 -1.18
H -3.00 2.23 -1.73
H -4.15 1.71 -0.29
H -4.64 2.40 -1.91
*
```

***

Q: Number 1 is which compound?
A: C18H48ClCuN2O11